No. 1
Here is an isolated molecule of C4H5NO in a non-equilibrium geometry from the Open Molecules 2025 dataset. Energies are from ωB97M-V with the def2-TZVPD basis set.

```
! wB97M-V def2-TZVPD RIJCOSX def2/J DEFGRID3
* xyz 0 1
O 1.211 -1.597 -0.753
N -0.071 2.744 -0.686
C -1.040 -0.661 0.456
C 1.197 -0.398 -0.617
C -0.077 1.655 -0.295
C 0.138 0.303 0.241
H -1.529 -0.924 -0.486
H 1.953 0.242 -1.100
H -1.781 -0.281 1.162
H -0.600 -1.578 0.859
H 0.599 0.495 1.219
*
```

Orbital gap (eV): 11.150
Calculated total energy (Eh): -285.3855
SMILES: C[C@H](C#N)C=O
F_max (eV Å⁻¹): 1.16
ΔE to the lowest compared entry with this formula, charge and spin (kJ/mol): 76.34
M (g/mol): 83.1

Atom charges from the Mulliken analysis, given in e for atoms 1 to 8:
1 O -0.451
2 N -0.407
3 C -1.228
4 C -0.081
5 C 0.032
6 C 0.545
7 H 0.317
8 H 0.381


No. 2
Here is an isolated molecule of C4H5NO in a non-equilibrium geometry from the Open Molecules 2025 dataset. Energies are from ωB97M-V with the def2-TZVPD basis set.

```
! wB97M-V def2-TZVPD RIJCOSX def2/J DEFGRID3
* xyz 0 1
O -0.641 -1.766 0.918
N 2.039 1.699 -1.063
C 1.059 -0.318 0.249
C 1.549 0.882 -0.406
C -1.372 0.278 -0.099
C -0.383 -0.681 0.446
H -1.707 0.786 0.805
H -2.185 -0.262 -0.574
H -0.929 1.014 -0.772
H 0.888 -1.035 -0.614
H 1.680 -0.596 1.112
*
```

Orbital gap (eV): 10.918
Calculated total energy (Eh): -285.3677
SMILES: CC(=O)CC#N
F_max (eV Å⁻¹): 2.23
ΔE to the lowest compared entry with this formula, charge and spin (kJ/mol): 123.15
M (g/mol): 83.1

Atom charges from the Mulliken analysis, given in e for atoms 1 to 8:
1 O -0.545
2 N -0.394
3 C -0.233
4 C 0.204
5 C -0.955
6 C 0.483
7 H 0.271
8 H 0.298


No. 3
Here is an isolated molecule of C4H5NO from the Open Molecules 2025 dataset. Energies are from ωB97M-V with the def2-TZVPD basis set.

```
! wB97M-V def2-TZVPD RIJCOSX def2/J DEFGRID3
* xyz 0 1
O -1.910 1.099 1.195
N 0.422 -1.031 -0.255
C 0.357 0.957 1.127
C -0.949 0.550 0.684
C 1.385 -0.340 -0.732
C -0.908 -0.458 -0.446
H 2.408 -0.678 -0.554
H -1.041 0.044 -1.416
H 1.249 0.536 -1.377
H 0.669 0.536 2.091
H -1.684 -1.215 -0.317
*
```

Orbital gap (eV): 8.590
Calculated total energy (Eh): -285.2367
F_max (eV Å⁻¹): 0.37
ΔE to the lowest compared entry with this formula, charge and spin (kJ/mol): 466.95
M (g/mol): 83.1

Atom charges from the Mulliken analysis, given in e for atoms 1 to 8:
1 O -0.573
2 N -0.469
3 C -0.381
4 C 0.653
5 C -0.327
6 C -0.298
7 H 0.311
8 H 0.242


No. 4
Here is an isolated molecule of C4H5NO from the Open Molecules 2025 dataset. Energies are from ωB97M-V with the def2-TZVPD basis set.

```
! wB97M-V def2-TZVPD RIJCOSX def2/J DEFGRID3
* xyz 0 1
O 1.300 -1.131 0.940
N 2.458 0.317 -0.341
C -2.261 -0.154 0.003
C 0.180 0.807 0.325
C -0.988 0.511 0.188
C 1.366 -0.059 0.368
H 2.496 1.165 -0.880
H 3.150 -0.402 -0.477
H -3.059 0.302 0.588
H -2.520 -0.167 -1.058
H -2.122 -1.190 0.344
*
```

Orbital gap (eV): 10.540
Calculated total energy (Eh): -285.3464
SMILES: CC#CC(N)=O
F_max (eV Å⁻¹): 0.81
ΔE to the lowest compared entry with this formula, charge and spin (kJ/mol): 179.02
M (g/mol): 83.1

Atom charges from the Mulliken analysis, given in e for atoms 1 to 8:
1 O -0.574
2 N -0.385
3 C -0.961
4 C -0.276
5 C 0.249
6 C 0.662
7 H 0.221
8 H 0.236


No. 5
Here is a structure of composition C4H5NO from the Open Molecules 2025 dataset. Energies are from ωB97M-V with the def2-TZVPD basis set.

```
! wB97M-V def2-TZVPD RIJCOSX def2/J DEFGRID3
* xyz 0 1
O -0.352 1.500 -1.564
N 0.627 -0.444 1.179
C -0.119 -1.530 0.443
C -0.620 -0.787 -0.610
C -0.115 0.549 -0.633
C 0.654 0.759 0.478
H -0.911 1.117 -2.251
H 1.370 -0.729 1.805
H -0.365 -0.893 1.649
H -1.315 -1.189 -1.340
H 1.147 1.646 0.844
*
```

Orbital gap (eV): 9.481
Calculated total energy (Eh): -285.2638
F_max (eV Å⁻¹): 0.41
ΔE to the lowest compared entry with this formula, charge and spin (kJ/mol): 395.98
M (g/mol): 83.1

Atom charges from the Mulliken analysis, given in e for atoms 1 to 8:
1 O -0.515
2 N -0.010
3 C -1.018
4 C -0.235
5 C 0.704
6 C -0.699
7 H 0.314
8 H 0.285


No. 6
Here is a cluster of 2 separate species, C4H5NO in total in a non-equilibrium geometry from the Open Molecules 2025 dataset. Energies are from ωB97M-V with the def2-TZVPD basis set.

```
! wB97M-V def2-TZVPD RIJCOSX def2/J DEFGRID3
* xyz 0 1
O 1.515 -2.061 0.739
N 0.402 -1.589 0.609
C 1.912 0.778 -0.414
C -0.572 -0.994 0.438
C -1.817 -0.290 0.226
C 1.453 1.811 -0.813
H -2.346 -0.056 1.150
H 1.181 2.762 -1.182
H -1.608 0.645 -0.291
H 2.355 -0.120 -0.061
H -2.475 -0.887 -0.400
*
```

Orbital gap (eV): 10.383
Calculated total energy (Eh): -285.2354
SMILES: CC#[N+][O-].C#C
F_max (eV Å⁻¹): 1.08
ΔE to the lowest compared entry with this formula, charge and spin (kJ/mol): 470.51
M (g/mol): 83.1

Atom charges from the Mulliken analysis, given in e for atoms 1 to 8:
1 O -0.695
2 N 0.497
3 C -0.549
4 C 0.307
5 C -0.856
6 C -0.345
7 H 0.265
8 H 0.390


No. 7
Here is an isolated molecule of C4H5NO from the Open Molecules 2025 dataset. Energies are from ωB97M-V with the def2-TZVPD basis set.

```
! wB97M-V def2-TZVPD RIJCOSX def2/J DEFGRID3
* xyz 0 1
O -0.723 -0.622 1.634
N -1.787 -1.496 1.004
C 0.776 0.638 -0.889
C -0.876 -0.707 0.312
C 1.615 0.887 0.118
C -0.375 -0.272 -0.830
H 2.431 1.594 0.007
H -0.858 -0.598 -1.743
H 1.520 0.390 1.080
H 0.923 1.140 -1.843
H -2.647 -0.953 1.151
*
```

Orbital gap (eV): 9.661
Calculated total energy (Eh): -285.2674
SMILES: C=C/C=C1/NO1
F_max (eV Å⁻¹): 0.38
ΔE to the lowest compared entry with this formula, charge and spin (kJ/mol): 386.46
M (g/mol): 83.1

Atom charges from the Mulliken analysis, given in e for atoms 1 to 8:
1 O -0.332
2 N -0.426
3 C 0.080
4 C 0.741
5 C -0.798
6 C -0.635
7 H 0.244
8 H 0.323


No. 8
Here is an isolated molecule of C4H5NO in a non-equilibrium geometry from the Open Molecules 2025 dataset. Energies are from ωB97M-V with the def2-TZVPD basis set.

```
! wB97M-V def2-TZVPD RIJCOSX def2/J DEFGRID3
* xyz 0 1
O 1.201 -1.213 -0.372
N -1.938 2.136 0.994
C 0.330 0.971 0.382
C -0.069 -1.168 -1.012
C 0.151 -0.532 0.284
C -0.929 1.639 0.721
H 0.701 1.359 -0.572
H -0.226 -1.021 1.183
H -0.113 -0.545 -1.904
H -0.600 -2.116 -1.071
H 1.077 1.215 1.144
*
```

Orbital gap (eV): 11.860
Calculated total energy (Eh): -285.3576
SMILES: N#CC[C@H]1CO1
F_max (eV Å⁻¹): 1.15
ΔE to the lowest compared entry with this formula, charge and spin (kJ/mol): 149.72
M (g/mol): 83.1

Atom charges from the Mulliken analysis, given in e for atoms 1 to 8:
1 O -0.410
2 N -0.382
3 C -0.465
4 C -0.416
5 C 0.058
6 C 0.236
7 H 0.276
8 H 0.376


No. 9
Here is an isolated molecule of C4H5NO in a non-equilibrium geometry from the Open Molecules 2025 dataset. Energies are from ωB97M-V with the def2-TZVPD basis set.

```
! wB97M-V def2-TZVPD RIJCOSX def2/J DEFGRID3
* xyz 0 1
O -0.242 0.178 -1.406
N 2.848 -0.585 -0.307
C 1.704 -0.442 -0.230
C -1.439 -0.128 -1.811
C -0.171 0.659 0.993
C 0.247 -0.295 -0.112
H -1.255 0.801 0.945
H -0.190 -1.285 0.053
H -1.903 -0.755 -0.989
H 0.077 0.225 1.966
H 0.325 1.629 0.898
*
```

Orbital gap (eV): 9.439
Calculated total energy (Eh): -285.2759
F_max (eV Å⁻¹): 1.15
ΔE to the lowest compared entry with this formula, charge and spin (kJ/mol): 364.09
M (g/mol): 83.1

Atom charges from the Mulliken analysis, given in e for atoms 1 to 8:
1 O -0.175
2 N -0.366
3 C 0.011
4 C -0.197
5 C -1.066
6 C 0.332
7 H 0.311
8 H 0.315


No. 10
Here is an isolated molecule of C4H5NO from the Open Molecules 2025 dataset. Energies are from ωB97M-V with the def2-TZVPD basis set.

```
! wB97M-V def2-TZVPD RIJCOSX def2/J DEFGRID3
* xyz 0 1
O -2.041 0.461 -0.789
N -0.352 0.810 0.697
C 0.694 0.513 -0.267
C -1.661 0.681 0.339
C 1.002 -0.919 -0.422
C 1.301 -2.079 -0.547
H 1.601 1.042 0.036
H -2.348 0.831 1.194
H -0.124 0.843 1.680
H 0.388 0.927 -1.234
H 1.541 -3.109 -0.686
*
```

Orbital gap (eV): 10.937
Calculated total energy (Eh): -285.3505
SMILES: C#CCNC=O
F_max (eV Å⁻¹): 0.67
ΔE to the lowest compared entry with this formula, charge and spin (kJ/mol): 168.25
M (g/mol): 83.1

Atom charges from the Mulliken analysis, given in e for atoms 1 to 8:
1 O -0.533
2 N -0.163
3 C -0.777
4 C 0.047
5 C -0.330
6 C 0.167
7 H 0.334
8 H 0.341


Q: Look up the ΔE to the lowest compared entry with this formula, charge and spin of the fifth one.
A: 395.98 kJ/mol


Q: Which formula does entry 7 have?
A: C4H5NO